Record 1
# C4H13NO2

A cluster of 2 separate species, C4H13NO2 in total in a non-equilibrium geometry (wB97M-V/def2-TZVPD, the Open Molecules 2025 dataset).

The geometry in XYZ format:
```
20
Properties=species:S:1:pos:R:3
C 0.43218 2.46765 -0.13700
N -0.13492 1.05568 -0.13180
C 0.92068 0.05208 0.26963
C 0.42004 -0.50822 1.54031
C -0.51365 -1.72352 1.21189
O -1.62878 -1.68093 2.10571
H -0.41789 3.06300 -0.62641
H 0.84205 2.71623 0.76862
H 1.41919 2.56367 -0.68206
H -0.44046 0.85191 -1.08365
H 0.92395 -0.75395 -0.56190
H 2.09529 0.47323 0.25236
H 1.00196 -0.75415 2.45772
H -0.15264 0.25006 2.11039
H 0.00260 -2.70892 1.66800
H -0.82292 -1.74292 0.18613
H -2.24399 -1.07232 1.66528
O 0.33106 0.24115 -3.96623
H 0.40201 -0.47232 -3.27620
H 1.16156 -0.01300 -4.38048
```

Output
- LUMO energy (eV) = 0.50
- calculated total energy (a.u.) = -365.33329
- net charge = 0
- structure (SMILES) = CNCCCO.O
- multiplicity = 1
- E_HOMO (Eh) = -0.338

Record 2
# C31H58Cl4F9InN9O15S4

A structure of composition C31H58Cl4F9InN9O15S4 in a non-equilibrium geometry (wB97M-V/def2-TZVPD, the Open Molecules 2025 dataset).

The geometry in XYZ format:
```
131
Properties=species:S:1:pos:R:3
In 24.57967 32.00828 -22.74696
C 27.97083 33.46611 -25.91380
F 28.18182 32.19937 -26.19372
F 28.66639 33.77555 -24.83849
F 28.25994 34.22900 -26.90897
S 26.10092 33.62971 -25.52754
O 25.51978 34.52525 -26.44856
O 25.52849 32.30174 -25.58729
N 25.95229 34.04461 -23.93719
S 26.25702 35.60431 -23.77436
O 27.19752 36.15741 -24.69293
O 25.01375 36.27084 -23.54980
C 27.15350 35.70714 -22.15736
F 27.39779 36.95486 -21.87440
F 26.40896 35.15174 -21.21932
F 28.27215 35.01508 -22.24401
N 25.60550 31.75628 -20.23596
S 26.98560 31.95830 -19.45798
O 27.78209 30.78303 -19.35378
O 26.91856 32.86384 -18.36750
F 27.72824 32.78852 -20.58621
S 24.73090 31.10015 -18.94898
O 24.24345 31.97300 -17.95089
O 24.93062 29.72699 -18.64398
F 23.46189 30.96812 -19.93668
C 21.59634 29.73725 -16.99534
C 21.19195 29.32806 -15.59330
O 20.01751 29.25940 -15.23373
N 22.22912 29.06117 -14.75438
C 22.07445 28.73727 -13.36210
H 22.58516 29.30744 -17.19001
H 21.88492 30.79139 -17.04504
H 20.77430 29.44636 -17.63671
H 23.19167 29.00199 -15.10052
H 22.71869 29.34712 -12.72326
H 22.53814 27.74799 -13.22782
H 21.03226 28.70074 -13.07655
C 31.04656 29.43847 -15.03305
C 30.24952 30.63798 -15.45188
O 29.25609 30.50468 -16.16101
N 30.71040 31.84339 -15.07178
C 30.14117 33.13418 -15.43831
H 31.74033 29.62117 -14.21199
H 31.59542 29.12858 -15.92184
H 30.41134 28.62771 -14.68240
H 31.35866 31.90782 -14.30374
H 29.29894 32.93708 -16.10021
H 30.92655 33.69191 -15.94931
H 29.78402 33.74244 -14.60656
C 29.66070 31.15745 -22.88521
C 28.32464 30.63761 -23.31067
O 27.28279 31.20041 -22.89991
N 28.24583 29.55695 -24.10998
C 29.32030 29.08968 -24.97658
H 29.53167 31.60800 -21.90162
H 30.01716 31.92900 -23.57220
H 30.46058 30.42644 -22.80562
H 27.30208 29.32419 -24.38186
H 29.03388 28.09706 -25.33346
H 30.25178 28.94771 -24.44268
H 29.37603 29.67406 -25.89581
C 22.82626 36.44375 -21.26119
C 22.70789 35.03572 -20.72590
O 23.33443 34.09890 -21.24248
N 21.92517 34.86142 -19.65309
C 21.75178 33.63650 -18.90218
H 22.05310 37.06989 -20.81106
H 22.73939 36.41265 -22.34050
H 23.76562 36.86934 -20.91054
H 21.50206 35.72088 -19.34629
H 22.09945 32.81389 -19.51824
H 20.69009 33.52048 -18.68235
H 22.28780 33.69086 -17.95629
C 22.79547 27.32422 -21.05117
C 24.07548 28.09749 -21.24040
O 24.05077 29.23236 -21.75940
N 25.17737 27.48578 -20.77340
C 26.51267 28.04816 -20.69508
H 22.38331 27.53786 -20.06152
H 22.97707 26.25002 -21.06252
H 22.06552 27.62247 -21.79516
H 25.01327 26.57631 -20.37878
H 27.14931 27.46264 -21.36128
H 26.94023 28.00584 -19.69690
H 26.50927 29.09010 -20.99765
C 26.93924 27.49801 -15.47163
C 26.08672 28.69353 -15.12584
O 24.89596 28.54621 -14.80039
N 26.70478 29.88593 -15.15081
C 26.05595 31.11150 -14.82322
H 26.69963 26.68876 -14.79222
H 28.00205 27.73988 -15.51902
H 26.71696 27.21537 -16.50546
H 27.65604 29.88423 -15.51591
H 25.06605 31.17973 -15.27154
H 26.62549 31.98132 -15.14923
H 25.94556 31.25340 -13.74403
C 20.42047 30.12239 -21.01127
C 20.72070 31.38365 -21.77842
O 21.88796 31.74912 -21.99912
N 19.64013 32.06255 -22.19384
C 19.76182 33.32686 -22.89870
H 19.82776 29.43448 -21.62303
H 19.81829 30.33842 -20.12564
H 21.29498 29.55820 -20.71188
H 18.73049 31.73321 -21.92552
H 20.76030 33.42667 -23.30688
H 19.71725 34.12579 -22.13994
H 18.92246 33.58209 -23.53569
C 30.57337 28.36572 -18.72727
Cl 32.35201 28.26927 -18.61136
Cl 29.93968 27.97420 -20.32626
H 30.12720 27.74270 -17.96412
H 30.34082 29.40410 -18.51858
C 25.17495 35.17291 -16.84692
Cl 25.54932 35.76116 -18.46809
Cl 23.76114 36.00803 -16.16388
H 24.94994 34.11804 -16.93862
H 25.99216 35.39252 -16.17381
F 34.56755 34.69120 -19.90667
C 33.52305 33.92866 -19.56537
C 32.24437 34.34881 -19.87092
C 31.14818 33.63271 -19.43908
C 31.31688 32.56114 -18.56927
C 32.59604 32.13206 -18.24479
C 33.68377 32.81389 -18.77092
H 32.13644 35.25623 -20.45630
H 30.13022 33.92300 -19.62218
H 30.44966 32.03267 -18.18533
H 32.74346 31.18645 -17.73918
H 34.67675 32.48979 -18.47227
```

Output
- LUMO energy (eV) = -8.52
- calculated total energy (a.u.) = -7359.57606
- net charge = +1
- multiplicity = 1
- E_HOMO (Eh) = -0.369

Record 3
# C30H71BFN2O13

A cluster of 5 separate species, C30H71BFN2O13 in total in a non-equilibrium geometry (wB97M-V/def2-TZVPD, the Open Molecules 2025 dataset).

The geometry in XYZ format:
```
118
Properties=species:S:1:pos:R:3
C 0.16049 1.74073 -0.44551
B -1.11283 1.03724 0.08118
O -1.43275 0.80453 1.37537
N -2.08946 0.40299 -0.98181
C -2.69436 1.46290 -1.87329
C -3.84167 2.16780 -1.15871
N -4.32977 3.21615 -2.02997
C -4.92051 1.12831 -0.87491
C -4.34049 0.15472 0.12508
F -5.24528 -0.83671 0.44986
C -3.11569 -0.56164 -0.43792
H 1.03028 1.35130 0.09241
H 0.34010 1.65886 -1.51875
H 0.11501 2.81025 -0.19936
H -1.64191 1.56984 1.93519
H -1.48218 -0.15231 -1.59370
H -3.07565 0.97720 -2.77319
H -1.91151 2.15810 -2.17875
H -3.47244 2.53339 -0.18038
H -5.16311 3.64392 -1.64089
H -3.65172 3.96311 -2.13421
H -5.13408 0.59254 -1.80561
H -5.84136 1.57225 -0.49303
H -4.07150 0.67679 1.04853
H -3.41802 -1.24101 -1.23776
H -2.64037 -1.15400 0.33989
C -2.30319 -1.20428 5.81652
O -1.13757 -0.41655 5.90286
C -0.64048 0.04326 4.66876
C -0.23249 1.49711 4.69478
O -1.32257 2.40415 4.74442
C -2.00698 2.56562 5.98282
C -1.23020 3.31606 7.03871
O -0.16444 2.53963 7.54253
C 1.01564 3.26530 7.81116
H -2.08114 -2.22484 5.48370
H -2.73899 -1.25092 6.81232
H -3.03584 -0.76137 5.13148
H -1.37049 -0.10261 3.86238
H 0.26099 -0.52955 4.40620
H 0.24064 1.69815 3.72657
H 0.51205 1.68703 5.46807
H -2.35938 1.60856 6.37244
H -2.88014 3.17428 5.73807
H -1.92795 3.55591 7.85234
H -0.86043 4.25960 6.62041
H 1.25884 3.94949 6.99068
H 1.82256 2.54300 7.91887
H 0.93487 3.84272 8.73771
C 1.92441 -2.24187 -1.98242
O 1.74457 -3.13341 -0.90537
C 2.89726 -3.34370 -0.10662
C 2.55385 -3.30063 1.36594
O 2.16296 -2.01758 1.85315
C 0.93533 -1.49360 1.40257
C -0.31260 -2.20274 1.88568
O -0.46826 -3.46996 1.30142
C -0.92406 -4.49025 2.16643
H 2.40314 -2.73291 -2.83456
H 0.93712 -1.88765 -2.28254
H 2.52711 -1.37657 -1.68778
H 3.66065 -2.59162 -0.32830
H 3.32359 -4.32945 -0.32748
H 3.45845 -3.54533 1.92480
H 1.80408 -4.05725 1.60080
H 0.92092 -1.39737 0.31094
H 0.88701 -0.48173 1.82163
H -1.16630 -1.56586 1.61164
H -0.28034 -2.26658 2.97807
H -0.38711 -4.47151 3.12029
H -0.73077 -5.44108 1.67403
H -1.99858 -4.40653 2.36302
C 7.16558 3.25226 -4.16855
O 6.90711 2.26833 -3.19211
C 7.94355 2.09590 -2.24333
C 7.40493 1.96872 -0.83745
O 6.85749 3.16256 -0.30324
C 5.59884 3.60211 -0.76813
C 4.42522 2.78491 -0.27627
O 4.36667 1.51298 -0.89635
C 3.99816 0.45994 -0.04176
H 7.86094 2.89257 -4.93449
H 6.21716 3.49448 -4.64579
H 7.57755 4.16268 -3.72041
H 8.65050 2.93137 -2.28657
H 8.49555 1.17501 -2.47296
H 8.25854 1.74528 -0.19339
H 6.70513 1.13304 -0.76685
H 5.57045 3.69605 -1.85604
H 5.48095 4.60133 -0.34079
H 3.50766 3.34497 -0.51278
H 4.49102 2.67958 0.81304
H 4.51292 0.51425 0.92255
H 4.28420 -0.46971 -0.52917
H 2.91221 0.44554 0.12965
C -1.88415 -3.08650 -1.95105
O -1.98382 -3.27407 -3.33533
C -2.90961 -4.26698 -3.74562
C -3.78409 -3.76093 -4.86637
O -4.72426 -2.77298 -4.46874
C -4.28533 -1.46579 -4.17940
C -3.83553 -0.65164 -5.37195
O -2.58891 -1.09395 -5.86077
C -2.47784 -1.10398 -7.26971
H -1.27332 -3.84846 -1.45895
H -1.39694 -2.11521 -1.80372
H -2.87449 -3.06647 -1.47570
H -3.54171 -4.58222 -2.90814
H -2.36023 -5.14510 -4.10438
H -4.39722 -4.60188 -5.19663
H -3.17841 -3.43348 -5.71351
H -3.50789 -1.45700 -3.40356
H -5.17329 -0.96677 -3.77816
H -3.74706 0.39755 -5.04821
H -4.60525 -0.69789 -6.14973
H -3.36557 -1.54367 -7.73501
H -1.61152 -1.71227 -7.52125
H -2.33087 -0.09624 -7.67184
```

Output
- LUMO energy (eV) = -2.72
- calculated total energy (a.u.) = -2397.59442
- net charge = +1
- multiplicity = 1
- E_HOMO (Eh) = -0.395

Record 4
# C3H4N2O2

A cluster of 2 separate species, C3H4N2O2 in total (wB97M-V/def2-TZVPD, the Open Molecules 2025 dataset).

The geometry in XYZ format:
```
11
Properties=species:S:1:pos:R:3
N 1.23752 1.40561 -1.19307
C 0.82962 0.82128 -0.04295
C 0.93161 0.20809 1.08877
N -0.44409 0.29637 0.45546
H 0.51445 1.76732 -1.79622
H 2.04904 1.03859 -1.67303
H 1.42003 -0.55151 1.67982
H -0.98207 1.05513 0.88703
O -0.90102 -2.65713 0.26709
C -1.86775 -2.00553 0.21588
O -2.88164 -1.43033 0.16500
```

Output
- LUMO energy (eV) = 0.74
- calculated total energy (a.u.) = -376.62587
- net charge = 0
- structure (SMILES) = NC1=CN1.O=C=O
- multiplicity = 1
- E_HOMO (Eh) = -0.292